Entry 1:
Below is a 10-piece molecular cluster, C36H76O10 overall at a distorted geometry, with properties calculated with ωB97M-V/def2-TZVPD.

Results
Gap between HOMO and LUMO, eV: 9.0
Lowest unoccupied orbital energy, Ha: 0.0095
HOMO energy, Eh: -0.3219
SMILES: C1CCOC1.C1CCOC1.C1CCOC1.C1CCOC1.C1CCOC1.C1CCOC1.C1CCOC1.C1CCOC1.CCO.CCO
2S+1: 1
Relative energy (zero: lowest compared OMol25 entry of this formula, charge and spin), kcal/mol: 365.8

Each line ends with the Löwdin charge.
CARTESIAN COORDINATES (ANGSTROEM)
C1 -5.084 0.331 3.050  -0.1563
C2 -4.300 0.427 1.775  -0.1283
C3 -3.412 -0.800 1.671  -0.2648
O1 -3.899 -1.651 2.648  -0.1246
C4 -4.356 -0.791 3.725  -0.1763
H1 -6.057 -0.132 2.885  0.1140
H2 -5.234 1.218 3.665  0.1203
H3 -3.720 1.350 1.790  0.0891
H4 -4.936 0.430 0.891  0.1166
H5 -2.352 -0.618 1.851  0.0722
H6 -3.598 -1.292 0.716  0.0723
H7 -3.468 -0.433 4.246  0.1145
H8 -4.932 -1.298 4.499  0.1236
C5 2.983 1.256 -2.264  -0.1345
C6 2.672 0.540 -3.592  -0.0688
C7 1.227 0.018 -3.257  -0.2083
O2 0.667 1.147 -2.668  -0.2504
C8 1.574 1.937 -1.939  -0.2008
H9 3.871 1.882 -2.353  0.1144
H10 3.168 0.455 -1.548  0.1219
H11 3.316 -0.333 -3.706  0.1115
H12 2.705 1.083 -4.536  0.1203
H13 1.124 -0.885 -2.656  0.0522
H14 0.625 -0.166 -4.147  0.1277
H15 1.585 2.097 -0.861  0.0744
H16 1.611 2.947 -2.347  0.1328
C9 3.566 4.096 -0.690  -0.1434
C10 2.095 4.072 -0.475  -0.1606
C11 2.117 3.343 0.910  -0.2014
O3 3.259 2.565 1.024  -0.2144
C12 4.060 2.712 -0.171  -0.1145
H17 3.949 4.879 -0.037  0.1207
H18 3.871 4.325 -1.712  0.1211
H19 1.663 3.549 -1.328  0.0342
H20 1.588 5.036 -0.468  0.1321
H21 1.124 2.899 0.992  0.0681
H22 2.324 4.066 1.698  0.1504
H23 3.817 2.032 -0.988  0.0277
H24 5.130 2.624 0.019  0.1414
C13 -2.647 0.174 -2.430  -0.1634
C14 -1.435 -0.068 -3.263  -0.1804
C15 -2.057 -0.173 -4.660  -0.1605
O4 -3.316 -0.795 -4.387  -0.1257
C16 -3.603 -0.840 -2.992  -0.1954
H25 -3.003 1.194 -2.575  0.1320
H26 -2.590 0.109 -1.344  0.0994
H27 -0.881 -0.959 -2.968  0.1101
H28 -0.709 0.738 -3.157  0.0711
H29 -1.370 -0.790 -5.241  0.1127
H30 -2.184 0.781 -5.171  0.1230
H31 -3.402 -1.817 -2.551  0.0937
H32 -4.662 -0.604 -2.881  0.1268
C17 1.154 -2.932 -2.505  -0.1430
C18 1.957 -4.037 -3.153  -0.2132
C19 2.210 -5.067 -2.197  -0.1652
O5 0.978 -4.954 -1.396  -0.1625
C20 0.186 -3.795 -1.675  -0.1880
H33 0.783 -2.121 -3.132  0.0771
H34 1.820 -2.439 -1.797  0.1105
H35 2.955 -3.723 -3.460  0.1187
H36 1.493 -4.371 -4.081  0.1280
H37 3.068 -4.967 -1.532  0.1210
H38 2.182 -5.984 -2.785  0.1268
H39 -0.061 -3.214 -0.787  0.0538
H40 -0.652 -4.142 -2.280  0.1323
C21 -0.774 2.615 2.093  -0.2231
C22 -1.501 3.250 0.981  -0.2004
C23 -2.582 4.032 1.649  -0.1904
O6 -2.100 4.115 2.972  -0.0958
C24 -0.756 3.707 3.143  -0.1518
H41 0.256 2.358 1.848  0.0284
H42 -1.265 1.689 2.395  0.1338
H43 -1.966 2.607 0.234  0.1180
H44 -0.876 3.959 0.439  0.1234
H45 -3.440 3.378 1.492  0.1049
H46 -2.735 4.906 1.016  0.1247
H47 -0.570 3.227 4.103  0.1173
H48 -0.010 4.449 2.860  0.1352
C25 0.476 -1.070 0.265  -0.0881
C26 1.054 0.196 -0.262  -0.1331
C27 -0.159 1.150 -0.494  -0.1330
O7 -1.219 0.516 0.251  -0.1310
C28 -0.788 -0.567 1.014  -0.2198
H49 1.181 -1.592 0.912  0.0690
H50 0.223 -1.640 -0.629  0.0936
H51 1.578 0.075 -1.210  0.0737
H52 1.732 0.558 0.511  0.0849
H53 -0.323 1.177 -1.571  0.0832
H54 0.027 2.152 -0.106  0.0762
H55 -1.535 -1.359 0.967  0.0386
H56 -0.654 -0.343 2.072  0.1185
C29 1.435 0.894 2.986  -0.1640
C30 2.764 0.476 2.514  -0.1710
C31 3.776 1.476 2.944  -0.1892
O8 3.089 2.277 3.911  -0.0788
C32 1.688 2.248 3.563  -0.1895
H57 1.104 0.132 3.693  0.1353
H58 0.630 0.905 2.252  0.0597
H59 2.866 0.483 1.429  0.0916
H60 3.006 -0.542 2.821  0.1163
H61 4.107 2.150 2.154  0.0770
H62 4.652 1.007 3.392  0.1226
H63 1.484 2.955 2.759  0.0490
H64 0.999 2.432 4.388  0.1211
C33 2.917 -3.038 1.032  -0.0779
C34 2.107 -4.277 1.406  -0.2398
O9 0.890 -4.198 0.657  -0.1191
H65 2.271 -2.162 1.081  0.0156
H66 3.448 -3.022 0.080  0.0777
H67 3.615 -2.889 1.855  0.0759
H68 2.012 -4.235 2.491  0.1065
H69 2.649 -5.217 1.302  0.1173
H70 0.326 -3.510 1.018  0.0764
C35 -2.757 -2.753 -0.126  -0.0778
C36 -3.862 -3.677 0.372  -0.2783
O10 -4.813 -3.021 1.127  -0.0618
H71 -1.995 -3.384 -0.584  0.0758
H72 -2.258 -2.113 0.601  0.0163
H73 -3.130 -2.082 -0.900  0.0604
H74 -3.422 -4.533 0.884  0.1242
H75 -4.301 -4.129 -0.518  0.1119
H76 -5.129 -2.318 0.555  0.0939

Forces on the atoms, in the same order (eV/Å):
C -1.009 -1.284 0.346
C 0.216 1.642 -1.136
C -1.485 1.328 0.722
O -0.610 0.217 3.222
C 1.543 -0.458 0.589
H -0.374 0.494 -0.339
H 0.311 0.062 -0.217
H 0.100 0.007 -0.298
H -0.174 0.432 0.022
H -1.975 0.559 0.521
H 0.135 1.262 0.825
H 0.348 0.303 0.171
H -0.112 -0.550 -0.484
C -0.910 -0.386 -2.789
C -0.742 -2.084 0.857
C 1.867 0.825 -2.256
O 2.581 2.105 -0.977
C 4.322 -0.478 -2.745
H -0.551 -0.074 -0.810
H 0.375 0.315 -0.006
H 0.273 0.029 -0.120
H -0.163 0.410 0.354
H 0.717 1.453 0.175
H 0.457 -0.084 -0.217
H -0.922 -1.101 -1.025
H -0.570 -1.009 -1.642
C 1.811 0.663 0.070
C 0.248 0.475 0.657
C -0.905 2.779 -1.479
O -0.777 0.150 -4.759
C -0.860 1.630 -0.647
H 0.501 0.089 -0.104
H 0.128 -0.097 -0.092
H 0.043 1.917 2.425
H 0.343 0.256 0.479
H 1.221 -0.360 0.109
H -0.993 0.658 -0.117
H 0.442 0.294 2.469
H -0.066 0.240 0.530
C -1.078 0.209 1.381
C -0.236 1.128 -0.279
C 0.481 -0.831 1.538
O -0.299 -0.598 -1.318
C 0.023 0.748 -0.667
H -0.195 0.126 -0.420
H 0.541 -0.295 -0.092
H -0.596 -0.421 -0.064
H -2.058 -0.474 -0.795
H -0.492 -0.353 -0.556
H -0.153 0.124 0.124
H -0.041 -0.206 -0.493
H -0.040 -0.008 0.130
C 0.345 -0.952 0.507
C 1.817 2.924 -3.216
C -3.045 -1.043 1.504
O 0.234 -1.588 -0.740
C 1.431 -0.170 -1.509
H -0.456 -1.688 -0.384
H 0.140 0.101 0.317
H 0.112 0.705 -0.508
H -0.300 -0.311 0.192
H 0.085 0.024 -0.160
H 0.365 -0.595 0.804
H -0.403 -1.135 -0.529
H -0.418 0.359 0.163
C 1.442 -0.816 -0.168
C -0.264 0.567 -1.980
C 0.781 -1.299 -0.855
O -1.752 2.363 1.937
C -1.340 -1.691 -1.603
H -1.681 -0.070 0.026
H -0.193 0.249 0.429
H 0.349 -0.150 0.195
H 0.487 0.020 -0.096
H -0.685 0.433 1.168
H -0.188 0.857 1.012
H -0.548 0.943 0.194
H -0.044 0.419 0.371
C -0.875 0.775 0.527
C -0.041 0.574 0.344
C -0.517 -1.791 2.296
O -0.742 0.603 -0.104
C 2.116 -1.562 -1.645
H -1.313 0.519 -0.481
H -0.361 -0.179 0.652
H -0.295 -0.722 1.596
H -0.232 0.449 -0.814
H -1.777 -0.008 2.169
H -0.418 -0.530 -0.085
H 2.191 1.241 0.118
H 0.375 0.086 0.034
C -0.983 -1.123 0.454
C 1.695 -1.809 -2.027
C 1.716 -0.148 2.386
O -1.038 0.563 0.716
C 0.658 0.004 0.327
H -0.178 0.313 0.535
H 0.923 -0.222 0.134
H 0.002 -0.462 0.306
H 0.098 0.044 0.210
H 0.724 -1.303 1.786
H -0.085 -0.076 0.653
H 0.287 0.031 1.289
H 0.886 0.218 0.393
C 0.821 -0.140 1.116
C 0.015 1.364 -0.226
O 0.287 -0.688 2.689
H 1.173 -0.846 0.038
H -0.120 -0.297 -0.055
H 0.580 0.123 -0.207
H -0.777 0.115 0.212
H -0.345 -0.109 -0.935
H 0.175 0.020 0.672
C 0.765 -1.406 -0.811
C 1.022 -0.400 -1.022
O -1.427 -1.208 -0.696
H -0.138 -0.019 -0.173
H -0.979 -2.384 -0.883
H 0.078 -0.043 0.178
H -0.173 0.254 0.648
H -0.216 -0.146 -0.325
H -0.477 0.085 0.164



Entry 2:
Below is a 3-piece molecular cluster, C36H78BN3O13P overall at a distorted geometry, with properties calculated with ωB97M-V/def2-TZVPD.

Results
Charge: +1
Gap between HOMO and LUMO, eV: 7.7
Lowest unoccupied orbital energy, Ha: -0.0838
HOMO energy, Eh: -0.3656
2S+1: 1

Each line ends with the Löwdin charge.
CARTESIAN COORDINATES (ANGSTROEM)
C1 5.796 -0.953 1.038  -0.0960
C2 4.987 -1.126 2.332  -0.2312
C3 3.963 0.015 2.528  -0.1567
C4 2.518 -0.408 2.241  -0.1501
O1 1.774 0.529 1.461  -0.0992
C5 2.025 0.386 0.087  -0.2238
C6 1.175 -0.715 -0.517  -0.1105
N1 -0.193 -0.271 -0.804  -0.2234
P1 -1.088 -0.973 -2.072  0.8699
N2 -0.227 -2.458 -2.117  -0.1416
O2 -0.371 -0.415 -3.473  -0.2995
C7 -0.639 0.929 -0.108  -0.2819
C8 -2.120 1.220 -0.319  -0.1934
C9 -3.039 0.187 0.370  -0.2024
C10 -4.262 0.813 1.056  -0.1768
C11 -5.507 0.870 0.142  -0.1601
C12 -6.569 -0.144 0.509  -0.1889
O3 -6.196 -1.417 -0.038  -0.0395
C13 -6.873 -2.468 0.532  -0.5216
C14 -6.164 -3.087 1.694  0.0244
O4 -7.923 -2.836 0.096  0.1471
C15 0.295 2.199 -0.302  -0.2447
C16 0.221 2.961 1.035  -0.1546
C17 0.419 4.477 1.037  -0.0605
C18 -0.282 3.042 -1.456  -0.0704
C19 0.535 4.157 -2.069  -0.2560
O5 0.368 4.490 -3.214  0.0953
N3 1.744 1.720 -0.617  0.0906
C20 1.900 1.443 -2.088  -0.1663
O6 3.071 0.713 -2.265  -0.1309
C21 3.414 0.597 -3.658  -0.2038
C22 4.142 -0.722 -3.896  -0.0343
B1 2.861 2.741 -0.192  -0.4785
O7 3.075 2.884 1.131  0.2013
C23 3.750 3.563 -1.193  -0.1057
C24 5.108 2.843 -1.476  -0.0542
H1 5.182 -0.570 0.217  0.0507
H2 6.205 -1.905 0.698  0.0742
H3 6.645 -0.284 1.181  0.0749
H4 5.688 -1.131 3.164  0.1062
H5 4.489 -2.096 2.290  0.1022
H6 4.261 0.836 1.881  0.0899
H7 4.044 0.370 3.555  0.1156
H8 1.962 -0.520 3.170  0.1379
H9 2.523 -1.396 1.770  0.1155
H10 3.086 0.158 -0.025  0.1485
H11 1.646 -1.051 -1.436  0.1102
H12 1.168 -1.570 0.157  0.1300
H13 -0.853 -3.178 -1.762  0.0422
H14 -0.088 -2.691 -3.097  0.0458
H15 -0.940 0.258 -3.867  0.0476
H16 -0.572 0.706 0.962  0.1402
H17 -2.390 1.350 -1.369  0.0997
H18 -2.340 2.181 0.153  0.1072
H19 -2.435 -0.312 1.133  0.1133
H20 -3.347 -0.571 -0.347  0.0780
H21 -4.021 1.798 1.454  0.1065
H22 -4.501 0.174 1.909  0.1064
H23 -5.208 0.727 -0.897  0.1200
H24 -5.972 1.855 0.222  0.1157
H25 -7.554 0.144 0.134  0.1304
H26 -6.645 -0.207 1.601  0.1249
H27 -6.118 -2.360 2.507  0.0873
H28 -5.146 -3.352 1.415  0.0900
H29 -6.718 -3.959 2.027  0.0914
H30 -0.784 2.779 1.423  0.1259
H31 0.881 2.530 1.777  0.1102
H32 -0.338 5.016 0.464  0.0853
H33 0.360 4.843 2.060  0.0948
H34 1.391 4.790 0.653  0.0647
H35 -1.174 3.544 -1.082  0.1417
H36 -0.567 2.397 -2.287  0.1232
H37 1.277 4.689 -1.460  0.1147
H38 1.030 0.905 -2.451  0.1080
H39 1.952 2.381 -2.640  0.1264
H40 2.499 0.637 -4.255  0.1254
H41 4.021 1.456 -3.947  0.1138
H42 3.601 -1.330 -4.619  0.0791
H43 5.135 -0.543 -4.302  0.0784
H44 4.226 -1.281 -2.967  0.0797
H45 3.975 3.178 1.323  0.1474
H46 3.262 3.836 -2.125  0.0934
H47 3.990 4.514 -0.712  0.1167
H48 5.938 3.505 -1.239  0.0834
H49 5.232 1.971 -0.828  0.0692
H50 5.181 2.495 -2.500  0.0624
C25 -15.104 -5.743 0.749  -0.1135
O8 -14.566 -4.455 0.936  -0.1964
C26 -14.323 -4.148 2.296  -0.2079
C27 -13.211 -3.133 2.439  -0.1868
O9 -11.907 -3.658 2.253  -0.1254
C28 -11.500 -3.982 0.933  -0.1795
C29 -11.180 -2.789 0.066  -0.2116
O10 -12.362 -2.143 -0.383  -0.1934
C30 -12.189 -0.764 -0.593  -0.1190
H51 -16.113 -5.822 1.171  0.0885
H52 -15.154 -5.923 -0.323  0.0878
H53 -14.465 -6.508 1.205  0.0873
H54 -14.052 -5.054 2.851  0.1264
H55 -15.238 -3.728 2.737  0.1284
H56 -13.225 -2.787 3.475  0.1266
H57 -13.391 -2.270 1.795  0.1217
H58 -12.220 -4.640 0.441  0.1230
H59 -10.570 -4.541 1.058  0.1255
H60 -10.614 -3.133 -0.809  0.1253
H61 -10.549 -2.094 0.631  0.1141
H62 -11.815 -0.268 0.312  0.0857
H63 -13.163 -0.346 -0.841  0.0875
H64 -11.498 -0.566 -1.422  0.0872
C31 13.328 3.234 0.637  -0.1086
O11 12.751 1.959 0.811  -0.1962
C32 11.815 1.913 1.870  -0.2081
C33 10.789 0.826 1.644  -0.1825
O12 9.792 1.144 0.682  -0.1379
C34 10.176 1.167 -0.684  -0.1866
C35 10.426 -0.195 -1.293  -0.2103
O13 11.669 -0.723 -0.878  -0.1933
C36 11.693 -2.132 -0.844  -0.1091
H65 13.957 3.509 1.491  0.0901
H66 13.945 3.192 -0.258  0.0896
H67 12.557 4.001 0.498  0.0868
H68 11.301 2.877 1.970  0.1261
H69 12.345 1.701 2.809  0.1305
H70 10.240 0.702 2.580  0.1259
H71 11.274 -0.124 1.416  0.1225
H72 11.028 1.829 -0.850  0.1231
H73 9.316 1.596 -1.206  0.1211
H74 10.431 -0.090 -2.387  0.1289
H75 9.608 -0.871 -1.012  0.1219
H76 10.893 -2.526 -0.207  0.0865
H77 12.652 -2.431 -0.426  0.0906
H78 11.597 -2.560 -1.849  0.0894

Forces on the atoms, in the same order (eV/Å):
C 0.081 -0.292 -0.012
C 0.158 0.359 -0.458
C 0.407 -0.449 0.235
C 0.225 -0.090 0.255
O -0.262 0.050 -0.354
C -0.116 -0.353 1.069
C -0.254 0.154 -0.433
N 0.044 0.285 -0.357
P 0.150 0.033 0.138
N -0.705 -0.186 -0.282
O 0.057 0.261 -0.059
C 0.321 -0.517 0.524
C -0.495 0.260 0.128
C 0.503 0.305 0.186
C -0.188 -0.699 -0.394
C 0.103 0.433 0.351
C -0.048 0.081 -0.164
O 0.244 0.135 0.269
C -0.290 -0.150 -0.202
C -0.097 -0.055 0.078
O 0.062 0.038 0.018
C -0.936 0.056 0.168
C -0.140 0.494 0.228
C 0.083 0.107 -0.181
C 0.600 -0.125 -0.107
C -0.053 0.153 -0.454
O 0.052 -0.097 0.156
N 0.315 0.050 0.134
C -0.060 0.076 -0.534
O 0.044 0.144 0.090
C -0.111 -0.192 -0.168
C -0.008 0.235 -0.206
B 0.359 0.598 0.028
O 0.171 -0.849 -0.139
C 0.189 -0.170 -0.256
C -0.188 -0.102 0.576
H -0.024 0.030 0.000
H 0.035 0.008 0.033
H -0.095 0.159 -0.044
H -0.077 -0.207 0.083
H -0.082 -0.020 0.264
H -0.140 0.139 -0.025
H -0.167 0.198 -0.041
H -0.062 0.064 -0.032
H -0.120 0.063 -0.175
H -0.006 0.123 -0.417
H 0.024 -0.085 0.000
H 0.110 0.043 0.149
H 0.239 -0.107 0.149
H 0.173 -0.021 0.050
H 0.025 -0.139 -0.149
H 0.190 0.044 0.005
H 0.064 -0.089 -0.034
H 0.119 0.042 -0.020
H -0.027 -0.112 -0.031
H -0.089 -0.091 0.073
H 0.046 0.031 0.009
H -0.055 0.132 0.101
H -0.158 0.028 -0.072
H 0.004 0.019 -0.091
H 0.020 -0.067 -0.148
H -0.013 -0.070 0.014
H 0.081 -0.005 0.016
H 0.035 0.001 0.003
H 0.060 -0.037 0.041
H -0.029 -0.022 -0.091
H 0.066 -0.214 -0.146
H -0.046 -0.056 0.004
H -0.010 -0.031 0.028
H 0.036 -0.011 0.075
H -0.117 -0.195 0.005
H -0.221 0.089 -0.016
H 0.017 0.048 0.201
H 0.028 -0.151 0.131
H 0.020 0.131 0.217
H -0.066 -0.018 0.079
H 0.018 0.062 0.067
H -0.005 -0.077 0.066
H 0.071 -0.092 0.102
H 0.052 -0.008 0.035
H -0.170 0.462 0.070
H 0.077 -0.052 -0.093
H -0.191 0.024 0.100
H 0.054 0.051 -0.252
H 0.055 -0.066 -0.109
H 0.080 0.062 -0.048
C -0.063 0.085 -0.023
O 0.234 -0.090 -0.011
C -0.132 0.039 -0.100
C -0.014 0.100 0.065
O 0.039 -0.011 0.045
C 0.084 -0.114 -0.021
C -0.114 -0.003 -0.237
O -0.058 0.057 0.289
C -0.024 -0.062 -0.094
H 0.012 -0.045 0.021
H -0.035 0.022 -0.004
H -0.029 -0.010 0.024
H 0.009 -0.003 0.006
H 0.021 -0.057 0.105
H 0.006 0.009 0.001
H -0.041 -0.084 -0.104
H -0.085 0.114 -0.030
H 0.001 -0.003 0.009
H 0.142 0.027 0.074
H -0.004 0.014 0.008
H 0.034 0.009 -0.023
H -0.002 -0.011 -0.034
H 0.031 0.035 0.030
C 0.073 -0.083 0.042
O -0.210 0.063 -0.161
C 0.177 -0.045 -0.020
C -0.040 -0.073 0.110
O -0.065 -0.006 0.001
C -0.075 0.089 -0.065
C 0.174 -0.031 -0.110
O -0.102 0.009 0.246
C 0.068 0.037 -0.082
H -0.020 0.046 0.001
H 0.031 -0.020 0.020
H 0.010 0.017 0.033
H -0.014 0.003 0.005
H -0.075 0.076 0.066
H -0.014 0.000 -0.006
H 0.096 0.066 -0.088
H 0.100 -0.110 0.037
H -0.002 0.012 0.008
H -0.126 -0.030 -0.010
H -0.013 0.005 0.023
H -0.016 -0.013 -0.034
H 0.022 0.012 -0.027
H -0.039 -0.030 0.015